{"formula": "C32H38N3O", "method": "ωB97M-V/def2-TZVPD", "species": ["C", "C", "N", "C", "C", "C", "C", "C", "N", "C", "C", "C", "C", "C", "C", "C", "C", "C", "O", "N", "C", "C", "C", "C", "C", "C", "C", "C", "C", "C", "C", "C", "C", "C", "C", "C", "H", "H", "H", "H", "H", "H", "H", "H", "H", "H", "H", "H", "H", "H", "H", "H", "H", "H", "H", "H", "H", "H", "H", "H", "H", "H", "H", "H", "H", "H", "H", "H", "H", "H", "H", "H", "H", "H"], "positions_angstrom": [[-1.01529, -2.37642, 4.00976], [-1.38542, -2.44696, 2.53121], [-0.49784, -1.58666, 1.64556], [0.87349, -2.17257, 1.45901], [1.76600, -2.02875, 2.67637], [-1.15231, -1.08478, 0.15697], [-0.37945, -1.32019, -1.10128], [0.43635, -0.54831, -1.88447], [1.17804, 0.55574, -1.56340], [2.21507, 1.07620, -2.45786], [3.23065, 0.02369, -2.89432], [3.81156, -0.69898, -1.71757], [4.76725, -0.07470, -0.91843], [5.33774, -0.73389, 0.16539], [4.96288, -2.05524, 0.46691], [4.00435, -2.68740, -0.33720], [3.43907, -2.01861, -1.42366], [2.83935, 2.18408, -1.63155], [3.68549, 2.99307, -1.99275], [2.30251, 2.11418, -0.36698], [2.57347, 3.16777, 0.59749], [1.10465, 1.28125, -0.29243], [-0.12262, 2.12667, -0.10383], [-0.63535, 2.87830, -1.09195], [-1.93063, 3.51784, -1.00806], [-2.32194, 4.47467, -1.97756], [-3.63595, 4.91436, -2.02997], [-4.58518, 4.41184, -1.12128], [-4.19220, 3.51301, -0.11381], [-2.86424, 3.10573, -0.01987], [-2.61405, -1.52270, -0.02803], [-3.70209, -0.63132, 0.04502], [-4.98257, -1.16331, 0.26158], [-5.18931, -2.54843, 0.27314], [-4.13034, -3.41442, -0.05354], [-2.85727, -2.88554, -0.27720], [-1.85175, -2.78969, 4.58172], [-0.17329, -3.03183, 4.23555], [-0.83843, -1.34145, 4.36829], [-1.33084, -3.47210, 2.14158], [-2.41879, -2.11591, 2.40847], [-0.37877, -0.71111, 2.15779], [0.73649, -3.21355, 1.15260], [1.33756, -1.67461, 0.61144], [2.80758, -1.98785, 2.34990], [1.55296, -1.12721, 3.28295], [1.70304, -2.93035, 3.28231], [-1.10708, -0.02537, 0.45628], [-0.62091, -2.23987, -1.69309], [0.63394, -0.93412, -2.89314], [1.71667, 1.53626, -3.32581], [2.73708, -0.67962, -3.56680], [4.01005, 0.56800, -3.44448], [5.08033, 0.94828, -1.16115], [6.08060, -0.22739, 0.78819], [5.43193, -2.58416, 1.30558], [3.70456, -3.71635, -0.11144], [2.70386, -2.52352, -2.05180], [3.41882, 3.76901, 0.24691], [1.69170, 3.81451, 0.69339], [2.80277, 2.73278, 1.57805], [1.20730, 0.56456, 0.54198], [-0.49352, 2.19489, 0.92831], [-0.04106, 3.03451, -2.00816], [-1.55668, 4.85554, -2.66483], [-3.92478, 5.66725, -2.76750], [-5.62533, 4.72545, -1.19269], [-4.91725, 3.14964, 0.61714], [-2.52624, 2.46360, 0.79986], [-3.58660, 0.46501, 0.06651], [-5.81175, -0.47799, 0.48637], [-6.18253, -2.96459, 0.48172], [-4.28939, -4.49764, -0.08377], [-2.01609, -3.56219, -0.47967]], "forces_ev_per_a": [[0.0, -0.2, 0.1], [-0.1, 0.1, -0.3], [-0.2, -0.8, -0.6], [-0.1, 0.2, -0.3], [0.3, -0.3, 0.2], [-0.4, 1.4, -0.2], [0.0, -1.2, -1.1], [0.8, 0.3, 1.4], [-0.6, -0.3, -0.1], [-0.8, 0.3, -0.2], [0.0, 0.3, -0.1], [0.3, -0.7, 0.1], [0.2, 0.3, 0.1], [-0.1, -0.5, 0.3], [-0.1, 0.3, -0.3], [0.2, 0.0, 0.3], [0.1, 0.3, 0.2], [0.5, 0.8, 0.5], [-0.9, -1.1, 0.2], [0.4, 0.2, -0.7], [-0.3, -0.1, 0.2], [0.8, 0.1, -0.2], [-0.1, 0.3, -0.1], [0.9, -0.3, 0.7], [-1.2, 0.7, 0.1], [0.4, -0.7, 0.5], [-0.4, 0.1, 0.4], [0.5, -0.1, -0.1], [0.2, 0.4, -0.1], [0.2, 0.4, -0.8], [0.5, -0.1, -0.2], [0.1, -0.3, 1.0], [0.0, -0.1, -0.1], [0.1, -0.1, -0.3], [-0.2, 0.3, -0.1], [-0.1, -0.1, 1.0], [0.0, 0.2, -0.1], [0.1, 0.4, 0.1], [0.0, -0.6, -0.2], [0.0, 0.3, 0.1], [0.2, 0.1, -0.2], [0.0, 0.0, -0.2], [0.0, 0.1, 0.1], [-0.2, 0.1, -0.1], [-0.1, 0.2, -0.1], [0.1, -0.5, -0.3], [-0.1, 0.3, 0.3], [-0.4, -0.2, -0.7], [-0.3, 0.8, 0.9], [0.0, 0.2, 0.5], [0.4, -0.1, 0.0], [0.2, 0.0, -0.1], [-0.2, -0.2, 0.0], [-0.1, -0.4, 0.1], [-0.2, -0.2, -0.3], [-0.2, 0.2, -0.4], [0.1, 0.3, -0.1], [0.2, 0.1, 0.1], [-0.2, -0.3, 0.0], [0.2, 0.0, 0.0], [0.0, 0.1, -0.2], [0.0, 0.1, -0.1], [-0.2, -0.3, -0.5], [-0.5, -0.4, 0.2], [-0.4, -0.2, 0.1], [0.0, -0.3, 0.2], [0.3, -0.1, 0.0], [0.2, 0.2, -0.2], [-0.3, 0.1, -0.4], [0.2, -0.7, 0.1], [0.4, -0.4, -0.3], [0.5, 0.3, 0.0], [0.0, 0.5, -0.1], [-0.4, 0.3, 0.1]], "mulliken_charge": [-1.284, -0.389, 0.240, 0.666, -1.580, 1.872, -0.430, -0.893, 0.718, 0.293, -1.747, 0.251, 0.049, -0.854, -0.497, -0.664, 0.006, 0.017, -0.677, 0.504, -1.032, -0.328, -0.862, -0.628, 0.515, -0.566, -0.548, -0.466, -0.516, -0.440, -0.183, -0.255, -0.531, -0.552, -0.689, -0.510, 0.432, 0.308, 0.296, 0.335, 0.407, 0.474, 0.455, -0.616, 0.320, 0.271, 0.409, -0.347, 0.200, 0.415, 0.422, 0.559, 0.634, 0.468, 0.426, 0.473, 0.416, 0.319, 0.382, 0.334, 0.314, -0.044, 0.865, 0.234, 0.396, 0.383, 0.383, 0.393, 0.397, 0.284, 0.415, 0.394, 0.385, 0.401], "homo_ev": -10.890, "smiles": "CC[NH+](CC)[C@@H](/C=C\\N1[C@H](Cc2ccccc2)C(=O)N(C)[C@H]1/C=C/c1ccccc1)c1ccccc1", "max_force_ha_per_bohr": 0.03112, "relative_energy_kj_mol": 174.0, "lumo_energy_ev": -2.43, "charge": 1, "orbital_gap_ha": 0.3108}